A structure of composition C51H48AsFeN6P, computed with wB97M-V/def2-TZVPD.

Each line ends with the Mulliken charge.
CARTESIAN COORDINATES (ANGSTROEM)
1 As 1.341 0.373 -4.121  0.2788
2 H 3.261 -4.654 -0.001  0.3836
3 C 3.808 3.178 -0.899  -0.7047
4 N 2.067 -2.982 -0.360  0.3846
5 C -1.974 3.458 -1.993  -0.7655
6 H -1.214 1.999 1.135  0.3596
7 H -1.120 4.040 -2.319  0.5550
8 H 1.294 2.546 4.591  0.6057
9 C -5.964 -1.635 -0.988  0.1897
10 C 1.250 2.217 -3.446  -0.8862
11 H -8.215 -1.586 -3.513  0.4230
12 C 0.027 0.635 3.060  -0.4375
13 H 5.116 2.577 -2.488  0.4461
14 H 1.449 -0.688 8.493  0.4115
15 C -0.994 1.045 6.058  -0.2041
16 C 5.498 -2.006 -0.682  -0.1933
17 H 3.639 -3.897 -2.799  0.5030
18 H 4.139 4.208 -0.917  0.4763
19 C 4.368 -2.555 -1.283  -0.1436
20 C 3.960 0.928 -1.771  0.2875
21 C -0.095 0.093 5.581  -0.1368
22 C -1.815 2.119 -1.675  1.2284
23 H -3.933 -3.794 -1.227  0.3502
24 H 1.511 -1.246 6.095  0.4523
25 H 1.907 -4.946 -1.106  0.3303
26 H 1.082 2.263 -2.371  -0.2183
27 N -2.848 -2.201 -0.438  0.4766
28 C -3.359 -3.567 -0.333  -0.9801
29 C -2.903 1.343 -1.282  0.3678
30 C -7.183 -1.743 -1.640  -0.8844
31 C -0.428 -2.702 4.389  -0.9692
32 N -1.551 -0.451 -0.264  0.7393
33 H 5.385 -1.280 0.115  0.5000
34 C -4.326 3.267 -1.544  -0.7964
35 H -0.701 -0.916 -4.844  0.6256
36 C 2.218 -4.428 -0.202  -0.9696
37 H -0.996 -3.409 3.791  0.4190
38 H 2.218 2.682 -3.628  0.5824
39 H 0.526 -3.144 4.667  0.3334
40 C 5.780 -3.879 -2.716  -0.7755
41 C 4.364 2.255 -1.779  -1.0310
42 H -5.907 -1.800 0.082  0.4843
43 H -0.157 0.989 9.336  0.4234
44 H -0.840 1.656 -1.811  -0.6694
45 C 0.109 2.089 2.865  -0.0526
46 P -0.463 -2.710 1.005  -0.4941
47 H -8.072 -2.004 -1.082  0.4218
48 H -4.001 -3.669 0.539  0.3343
49 H -1.163 0.783 -4.601  0.3685
50 C 1.540 0.899 -5.995  -1.2041
51 N -0.225 -1.478 3.615  0.5039
52 H -5.019 1.343 -0.906  0.5408
53 C -0.508 2.613 1.715  0.2335
54 H 7.638 -1.969 -0.625  0.4370
55 H -5.309 3.715 -1.490  0.4708
56 C -2.691 -0.062 -0.912  -0.4430
57 C -7.262 -1.506 -3.006  -0.4229
58 C 4.514 -3.490 -2.307  -0.2903
59 C -6.123 -1.163 -3.722  -0.7758
60 C 0.307 4.803 2.256  -0.7577
61 Fe 0.087 0.506 0.137  -0.2880
62 C 0.906 4.293 3.399  -0.8344
63 C -0.139 0.739 8.283  -0.4023
64 H -3.368 5.077 -2.184  0.4766
65 C -3.519 -1.154 -1.028  0.8119
66 C -4.165 1.928 -1.221  -0.8904
67 H 0.480 2.787 -3.967  0.5858
68 C 2.843 2.775 0.009  0.1112
69 H 0.383 5.859 2.032  0.4702
70 C 6.762 -2.394 -1.097  -0.8345
71 H 5.891 -4.602 -3.512  0.4206
72 C 3.031 -2.122 -0.848  0.8615
73 H -1.716 2.102 7.774  0.4307
74 H -0.965 -0.312 -3.211  -0.2375
75 C 2.997 0.510 -0.861  -0.1707
76 H 1.821 1.109 0.873  0.7382
77 C -1.013 1.366 7.406  -0.7987
78 H -6.186 -0.981 -4.786  0.4468
79 C 6.904 -3.331 -2.112  -0.4276
80 C 0.814 2.940 3.704  -0.5151
81 H 0.762 1.607 -6.279  0.3474
82 H -2.526 -4.260 -0.257  0.4449
83 C 2.488 -0.861 -0.752  -0.6759
84 C -0.070 -0.212 4.142  1.1638
85 C -3.234 4.035 -1.927  -0.8297
86 C 0.986 -2.254 -0.003  -0.5166
87 H -4.009 -0.786 -3.626  0.5425
88 H 4.378 0.219 -2.474  0.6561
89 H 2.420 3.475 0.720  0.4174
90 H 7.891 -3.633 -2.434  0.4265
91 N -0.021 -0.120 1.931  0.5045
92 C -1.662 -1.747 0.020  -0.6139
93 C -4.902 -1.057 -3.074  -0.0773
94 H -0.905 4.353 0.535  0.4655
95 C -4.818 -1.295 -1.704  -0.6756
96 C -0.404 3.961 1.410  -0.0774
97 C 0.761 -0.207 7.812  -0.8158
98 H -1.682 1.526 5.373  0.5031
99 C 2.451 1.443 0.031  -0.6355
100 H 1.475 0.018 -6.631  0.4098
101 H 1.608 -4.759 0.634  0.4106
102 C -0.206 -1.390 2.264  -0.5659
103 H -0.987 -2.461 5.289  0.3806
104 C -0.581 -0.046 -4.197  -0.8413
105 C 0.788 -0.528 6.463  -0.2625
106 H 2.517 1.357 -6.144  0.3873
107 H 1.454 4.951 4.059  0.4365
108 N 1.220 -0.983 -0.274  0.4146

## Properties
Maximum force: 0.0128 hartree/bohr
E_tot: -167110.7509 eV
Kohn-Sham gap (alpha / beta): 7.70 / 7.71 eV
E_HOMO (alpha / beta): -12.68 / -12.68 eV
Total charge: +2